C3H4N2OS2 in the gas phase in a non-equilibrium geometry, computed with ωB97M-V/def2-TZVPD.

Cartesian coordinates (Å):
C1 -1.82 -0.80 -0.62
C2 -1.82 -1.01 0.84
C3 0.52 0.34 1.05
N1 -1.06 -0.30 -1.43
N2 2.90 2.01 1.27
O1 2.99 -0.44 2.11
S1 -0.63 -0.46 1.86
S2 2.05 0.65 2.15
H1 -2.85 -1.16 -1.10
H2 -2.60 -1.60 1.23
H3 2.34 2.84 1.08
H4 3.57 1.69 0.67

Calculated values
HOMO level (alpha / beta) (eV): -8.65 / -8.62
E_tot (Eh): -1097.56754
Gap between HOMO and LUMO (alpha / beta) (eV): 6.41 / 7.79
ΔE to the lowest compared entry with this formula, charge and spin (kcal per mole): 180.1
Multiplicity: 1
Charge: 0


C3H4N2OS2 in the gas phase in a non-equilibrium geometry, computed with ωB97M-V/def2-TZVPD.

Cartesian coordinates (Å):
O1 1.47 2.06 -0.11
C1 0.69 1.02 -0.21
N1 -0.68 0.97 0.31
C2 -1.23 -0.18 0.11
S1 -3.04 -0.19 0.03
C3 -0.20 -1.09 -0.24
N2 0.98 -0.34 -0.41
S2 2.55 -0.92 0.15
H1 -1.24 1.85 -0.07
H2 -3.18 -1.59 0.49
H3 -0.30 -2.14 -0.64
H4 3.03 0.29 1.12

Calculated values
HOMO level (eV): -8.24
E_tot (Eh): -1097.74158
Gap between HOMO and LUMO (eV): 8.47
ΔE to the lowest compared entry with this formula, charge and spin (kcal per mole): 70.9
Multiplicity: 1
Charge: 0


C3H4N2S in the gas phase in a non-equilibrium geometry, computed with ωB97M-V/def2-TZVPD.

Cartesian coordinates (Å):
N1 -3.02 -1.09 -0.14
C1 -2.35 -0.17 -0.03
C2 -1.38 0.98 0.13
N2 0.06 0.74 -0.16
C3 0.87 -0.21 0.32
S1 2.50 -0.30 -0.07
H1 -1.49 1.40 1.16
H2 -1.67 1.82 -0.50
H3 0.59 1.48 -0.60
H4 0.37 -1.06 0.78

Calculated values
HOMO level (eV): -8.79
E_tot (Eh): -624.37637
Gap between HOMO and LUMO (eV): 8.97
ΔE to the lowest compared entry with this formula, charge and spin (kcal per mole): 31.0
Multiplicity: 1
Charge: 0


C3H4N2S in the gas phase in a non-equilibrium geometry, computed with ωB97M-V/def2-TZVPD.

Cartesian coordinates (Å):
S1 -2.58 -0.01 0.08
C1 -0.74 -0.30 -0.11
N1 0.09 -1.26 -0.17
C2 1.36 -0.72 0.21
C3 1.30 0.60 0.04
N2 -0.12 0.91 -0.23
H1 -3.02 -1.43 -0.09
H2 2.33 -1.07 -0.04
H3 1.98 1.39 0.36
H4 -0.61 1.89 -0.05

Calculated values
HOMO level (eV): -8.78
E_tot (Eh): -624.34257
Gap between HOMO and LUMO (eV): 9.36
ΔE to the lowest compared entry with this formula, charge and spin (kcal per mole): 52.2
Multiplicity: 1
Charge: 0


C3H4N2S in the gas phase in a non-equilibrium geometry, computed with ωB97M-V/def2-TZVPD.

Cartesian coordinates (Å):
C1 2.99 1.79 -1.61
C2 1.94 1.15 -0.62
C3 -0.43 -0.40 -0.65
N1 3.81 2.11 -2.34
N2 2.18 0.85 0.53
S1 0.44 0.92 -1.53
H1 -0.14 -1.30 -1.16
H2 -1.55 -0.19 -0.74
H3 -0.38 -0.23 0.45
H4 1.38 0.22 0.97

Calculated values
HOMO level (alpha / beta) (eV): -5.82 / -10.41
E_tot (Eh): -624.18931
Gap between HOMO and LUMO (alpha / beta) (eV): 5.94 / 6.55
ΔE to the lowest compared entry with this formula, charge and spin (kcal per mole): 61.4
⟨S²⟩: 2.011
Multiplicity: 3
Charge: 0


C3H4N2S2 in the gas phase in a non-equilibrium geometry, computed with ωB97M-V/def2-TZVPD.

Cartesian coordinates (Å):
H1 0.69 1.55 -1.90
N1 -0.20 0.96 -1.75
C1 0.01 0.57 -0.60
C2 -0.97 -0.41 0.17
C3 -0.25 -1.08 1.25
S1 -0.68 -2.24 2.09
S2 1.26 -0.23 1.46
N2 1.27 0.71 0.12
H2 -1.53 -0.76 -0.73
H3 -1.86 0.21 0.37
H4 2.25 0.71 -0.48

Calculated values
HOMO level (eV): -8.41
E_tot (Eh): -1022.50703
Gap between HOMO and LUMO (eV): 8.26
ΔE to the lowest compared entry with this formula, charge and spin (kcal per mole): 68.2
Multiplicity: 1
Charge: 0


> The highest multiplicity belongs to which entry?

number 5


Repeat the fourth record exactly.
C3H4N2S in the gas phase in a non-equilibrium geometry, computed with ωB97M-V/def2-TZVPD.

Cartesian coordinates (Å):
S1 -2.58 -0.01 0.08
C1 -0.74 -0.30 -0.11
N1 0.09 -1.26 -0.17
C2 1.36 -0.72 0.21
C3 1.30 0.60 0.04
N2 -0.12 0.91 -0.23
H1 -3.02 -1.43 -0.09
H2 2.33 -1.07 -0.04
H3 1.98 1.39 0.36
H4 -0.61 1.89 -0.05

Calculated values
HOMO level (eV): -8.78
E_tot (Eh): -624.34257
Gap between HOMO and LUMO (eV): 9.36
ΔE to the lowest compared entry with this formula, charge and spin (kcal per mole): 52.2
Multiplicity: 1
Charge: 0


> Among the records above, which one has the lowest ΔE to the lowest compared entry with this formula, charge and spin?

number 3